Entry 1:
# C3H7NO2

A single C3H7NO2 molecule (ωB97M-V with the def2-TZVPD basis set, the Open Molecules 2025 dataset).

Each line ends with the natural charge from an NBO analysis.
Atoms and positions in Å:
C  -0.137  -0.650  -1.332  -0.63
C  0.561  -0.191  -0.051  0.00
O  0.992  1.159  -0.150  -0.73
C  -0.466  -0.281  1.074  0.66
N  -1.276  0.807  1.133  -0.83
O  -0.601  -1.284  1.750  -0.61
H  -0.306  -1.730  -1.320  0.23
H  0.462  -0.397  -2.214  0.20
H  -1.106  -0.148  -1.423  0.22
H  1.398  -0.853  0.204  0.19
H  1.549  1.230  -0.934  0.47
H  -0.992  1.653  0.663  0.41
H  -2.019  0.825  1.813  0.40

Cartesian forces (eV/Å) of the 2 atoms listed first:
C -0.04 -0.04 -0.09
C -0.07 -0.30 0.03

SMILES	C[C@@H](O)C(N)=O
energy relative to the best compared isomer or geometry (same formula, charge and spin)	0.4770	eV
molar mass	89.1	g mol⁻¹
orbital gap	0.3874	hartree

---

Entry 2:
# C30H34Cl2NP2W

C30H34Cl2NP2W as an isolated structure at a distorted geometry (ωB97M-V with the def2-TZVPD basis set, the Open Molecules 2025 dataset).

Each line ends with the natural charge from an NBO analysis.
Atoms and positions in Å:
W  -1.471  -0.284  -0.023  0.59
C  2.489  1.926  -1.011  -0.42
N  1.229  1.305  -0.559  -1.08
P  1.044  -0.095  0.415  1.46
C  1.637  0.343  2.049  -0.50
C  1.895  1.669  2.400  -0.14
C  2.366  1.968  3.672  -0.20
C  2.567  0.955  4.598  -0.14
C  2.318  -0.368  4.254  -0.18
C  1.861  -0.678  2.985  -0.20
C  2.135  -1.350  -0.248  -0.50
C  1.790  -1.821  -1.525  -0.14
C  2.597  -2.728  -2.183  -0.20
C  3.761  -3.178  -1.566  -0.14
C  4.119  -2.699  -0.316  -0.18
C  3.317  -1.779  0.349  -0.15
P  -0.262  1.373  -1.245  1.51
C  -0.331  1.877  -2.928  -0.52
C  -0.680  3.194  -3.251  -0.15
C  -0.632  3.592  -4.577  -0.18
C  -0.241  2.689  -5.559  -0.11
C  0.107  1.382  -5.235  -0.21
C  0.066  0.966  -3.917  -0.11
C  -1.529  2.146  -0.259  -0.53
C  -2.830  2.240  -0.799  -0.16
C  -3.875  2.722  -0.026  -0.19
C  -3.656  3.056  1.306  -0.12
C  -2.401  2.887  1.881  -0.12
C  -1.340  2.436  1.116  -0.18
H  3.195  1.927  -0.183  0.24
H  2.309  2.956  -1.315  0.24
H  2.920  1.371  -1.844  0.23
H  1.759  2.472  1.686  0.21
H  2.584  2.996  3.931  0.25
H  2.931  1.195  5.588  0.25
H  2.493  -1.158  4.973  0.25
H  1.722  -1.716  2.708  0.23
H  0.904  -1.437  -2.020  0.17
H  2.335  -3.085  -3.171  0.24
H  4.395  -3.894  -2.073  0.25
H  5.037  -3.031  0.150  0.25
H  3.640  -1.402  1.308  0.24
H  -0.979  3.892  -2.479  0.23
H  -0.895  4.607  -4.843  0.26
H  -0.205  3.008  -6.593  0.26
H  0.409  0.695  -6.014  0.25
H  0.344  -0.049  -3.657  0.21
H  -3.005  1.983  -1.840  0.25
H  -4.860  2.835  -0.460  0.26
H  -4.472  3.441  1.905  0.27
H  -2.242  3.135  2.923  0.26
H  -0.355  2.351  1.557  0.26
Cl  -3.985  -0.994  -0.716  0.17
C  -3.334  -2.317  -1.711  -0.39
Cl  -1.535  -2.106  -1.584  0.26
H  -3.642  -2.201  -2.746  0.28
H  -3.617  -3.286  -1.310  0.28
C  -2.498  -2.925  3.041  -0.60
C  -1.763  -2.709  1.716  -0.22
C  -0.607  -3.685  1.523  -0.62
C  -1.187  -1.263  1.727  -0.64
H  -2.878  -3.947  3.077  0.25
H  -3.342  -2.245  3.162  0.22
H  -1.816  -2.786  3.881  0.23
H  -2.488  -2.849  0.908  0.19
H  0.091  -3.616  2.360  0.23
H  -0.049  -3.504  0.601  0.21
H  -0.991  -4.704  1.499  0.25
H  -0.399  -1.191  2.469  0.29
H  -1.975  -0.512  2.068  0.24

Cartesian forces (eV/Å) of the 2 atoms listed first:
W 0.47 -0.92 0.18
C 0.06 0.07 0.00

net charge	+3
energy relative to the best compared isomer or geometry (same formula, charge and spin)	0.0930	eV
molar mass	725.3	g mol⁻¹
orbital gap	0.2534	hartree

---

Entry 3:
# C10H17NO

A single C10H17NO molecule at a distorted geometry (ωB97M-V with the def2-TZVPD basis set, the Open Molecules 2025 dataset).

Each line ends with the natural charge from an NBO analysis.
Atoms and positions in Å:
C  -0.474  3.093  0.515  -0.64
C  -1.333  2.196  -0.441  -0.22
N  -1.148  0.762  -0.269  -0.46
C  -1.901  0.013  0.606  0.70
O  -2.975  0.411  1.058  -0.63
C  -1.215  -1.320  1.157  -0.52
C  0.402  -1.502  1.119  -0.19
C  1.048  -2.263  -0.142  -0.45
C  1.792  -1.441  -1.302  -0.41
C  0.988  -0.004  -1.722  -0.39
C  0.108  0.037  -0.420  -0.04
C  0.878  -0.073  0.882  -0.45
H  -0.709  2.945  1.612  0.22
H  0.658  2.993  0.311  0.21
H  -0.654  4.137  0.206  0.22
H  -2.386  2.275  -0.230  0.24
H  -1.256  2.426  -1.496  0.20
H  -1.668  -2.174  0.653  0.23
H  -1.589  -1.421  2.122  0.24
H  0.677  -1.861  2.143  0.21
H  1.799  -2.989  0.234  0.23
H  0.286  -2.869  -0.566  0.20
H  2.875  -1.273  -1.202  0.21
H  1.723  -2.243  -2.178  0.22
H  0.247  -0.331  -2.545  0.21
H  1.690  0.742  -1.928  0.21
H  -0.247  -1.001  -0.606  0.23
H  0.423  0.638  1.620  0.22
H  1.959  0.096  0.808  0.22

Cartesian forces (eV/Å) of the 2 atoms listed first:
C 0.93 -0.06 -0.76
C -0.03 -0.58 1.06

SMILES	CCN1C(=O)C[C@H]2CCC[C@H]1C2
energy relative to the best compared isomer or geometry (same formula, charge and spin)	1.9387	eV
molar mass	167.3	g mol⁻¹
orbital gap	0.3606	hartree

---

Entry 4:
# C16H20N2O7P2ReS2

C16H20N2O7P2ReS2 as an isolated structure at a distorted geometry (ωB97M-V with the def2-TZVPD basis set, the Open Molecules 2025 dataset).

Each line ends with the natural charge from an NBO analysis.
Atoms and positions in Å:
Re  -0.174  0.755  0.613  1.12
C  -1.936  -1.792  0.834  -0.42
N  -0.500  -1.446  0.776  -0.47
C  0.127  -2.049  -0.424  -0.24
C  -0.274  -1.299  -1.699  -0.22
N  0.033  0.145  -1.631  -0.50
C  -0.937  0.913  -2.416  -0.43
C  1.383  0.409  -2.094  0.19
C  1.670  0.486  -3.452  -0.24
C  2.948  0.775  -3.894  -0.20
C  3.967  0.983  -2.979  -0.19
C  3.706  0.877  -1.630  -0.19
C  2.419  0.593  -1.174  -0.23
S  2.170  0.469  0.555  0.11
C  0.063  -1.968  2.025  0.20
C  0.361  -3.311  2.197  -0.25
C  0.757  -3.794  3.435  -0.21
C  0.850  -2.938  4.520  -0.19
C  0.557  -1.598  4.362  -0.20
C  0.169  -1.101  3.120  -0.23
S  -0.208  0.606  2.962  0.08
H  -2.068  -2.875  0.906  0.20
H  -2.455  -1.407  -0.040  0.23
H  -2.379  -1.317  1.708  0.24
H  -0.183  -3.093  -0.537  0.21
H  1.213  -2.013  -0.285  0.24
H  -1.349  -1.407  -1.854  0.22
H  0.238  -1.760  -2.553  0.22
H  -1.028  0.538  -3.440  0.19
H  -0.634  1.961  -2.445  0.24
H  -1.922  0.857  -1.951  0.23
H  0.892  0.333  -4.185  0.22
H  3.138  0.845  -4.954  0.22
H  4.958  1.241  -3.321  0.22
H  4.481  1.031  -0.897  0.23
H  0.277  -3.999  1.370  0.21
H  0.974  -4.845  3.547  0.22
H  1.145  -3.318  5.485  0.22
H  0.618  -0.911  5.189  0.23
O  -1.223  4.698  1.159  -0.98
P  -0.746  3.886  -0.120  2.56
O  -0.137  4.697  -1.163  -1.08
O  0.121  2.725  0.398  -1.05
O  -2.126  3.209  -0.680  -1.09
P  -3.079  2.160  0.087  2.56
O  -3.308  2.881  1.527  -1.02
O  -4.328  1.940  -0.641  -1.10
O  -2.248  0.921  0.379  -1.12
H  -1.771  4.153  1.734  0.52
H  -4.222  3.152  1.574  0.52

Cartesian forces (eV/Å) of the 2 atoms listed first:
Re 1.60 -1.28 0.85
C -0.79 0.01 -0.11

spin multiplicity	2
molar mass	664.6	g mol⁻¹
orbital gap (spin up / spin down)	0.2196 / 0.2343	hartree

---

Number 3 is which compound?
C10H17NO